Here is a cluster of 2 separate species, C6H12BrClN2 in total at a distorted geometry from the OMol25 dataset. Energies are from ωB97M-V/def2-TZVPD.

The value obtained for the lowest unoccupied orbital energy is 0.704 eV. The relative energy (zero: lowest compared OMol25 entry of this formula, charge and spin) comes out at 1.4 kJ/mol. The net charge is 0. The molar mass comes out at 227.5 g mol⁻¹.

Last column: Löwdin charge in e.
CARTESIAN COORDINATES (ANGSTROEM)
C -0.884 -1.509 1.246  -0.657
C 0.417 2.409 -2.603  -0.112
C -0.637 -3.607 2.412  -0.105
C 0.958 1.132 -1.961  -0.254
C 0.948 1.099 -0.367  -0.219
C -0.734 0.728 1.353  -0.669
N -0.591 -2.210 2.191  -0.097
N -0.393 1.150 0.165  -0.119
Cl 0.437 0.896 2.607  0.664
Br -1.214 -1.820 -0.629  0.588
H 0.570 3.196 -1.830  0.079
H 0.925 2.622 -3.576  0.081
H -0.671 2.258 -2.794  0.074
H -0.631 -4.004 1.434  0.056
H -1.444 -3.760 3.020  0.058
H 0.191 -3.904 3.012  0.077
H 2.010 1.029 -2.178  0.097
H 0.548 0.337 -2.463  0.053
H 1.446 0.090 -0.255  0.122
H 1.616 1.892 -0.003  0.113
H -1.751 0.945 1.688  0.093
H -1.117 1.028 -0.467  0.078